Record 1
{
  "formula": "C14H33N2O2PSb",
  "method": "wB97M-V/def2-TZVPD",
  "elements": ["C", "C", "Sb", "C", "C", "C", "C", "C", "N", "C", "C", "C", "C", "C", "O", "C", "C", "P", "N", "O", "H", "H", "H", "H", "H", "H", "H", "H", "H", "H", "H", "H", "H", "H", "H", "H", "H", "H", "H", "H", "H", "H", "H", "H", "H", "H", "H", "H", "H", "H", "H", "H", "H"],
  "positions_angstrom": [[2.93523, 0.96000, 3.12292], [1.92365, 1.06566, 2.27935], [0.66489, 1.44895, 0.43849], [1.75483, -0.08494, -0.73712], [3.35982, 0.00819, -0.65008], [3.92763, -1.50304, -0.96818], [5.07588, -1.98554, 0.05785], [6.53985, -1.92461, -0.62808], [7.27042, -3.24673, -0.54507], [-0.65037, 1.76021, -1.34139], [-1.44372, 0.43894, -1.81428], [-2.64841, -0.01247, -0.85093], [-3.88834, 1.01356, -0.79538], [-5.10551, 0.32877, 0.05046], [-5.48916, -0.97066, -0.47603], [-6.75063, -1.42786, 0.06861], [-6.50674, -2.53259, 1.25149], [-0.67912, 3.00556, 1.88508], [0.57324, 4.08157, 2.60970], [-1.64969, 4.08138, 0.94808], [3.72000, 0.89995, 3.96328], [1.71652, 2.74800, -0.07865], [-0.37334, 0.13462, 1.02763], [1.47562, 0.11305, -1.85048], [1.31258, -1.11076, -0.48199], [3.77549, 0.27434, 0.38298], [3.83372, 0.70464, -1.44720], [3.07536, -2.29064, -0.89723], [4.29350, -1.55505, -2.06557], [4.84053, -3.07161, 0.39823], [5.08923, -1.35112, 1.02127], [7.17073, -1.18424, 0.00955], [6.52292, -1.56281, -1.72646], [8.27380, -3.09449, -0.72472], [6.91156, -3.89411, -1.26470], [0.07919, 2.02707, -2.21139], [-1.36366, 2.65284, -1.24829], [-1.92392, 0.69363, -2.84484], [-0.71198, -0.43170, -2.03457], [-3.06707, -1.00350, -1.29485], [-2.34701, -0.24560, 0.22872], [-3.55052, 1.91113, -0.13788], [-4.23565, 1.40170, -1.81872], [-6.04300, 1.00344, 0.08741], [-4.74752, 0.21607, 1.15315], [-7.45878, -0.58641, 0.39994], [-7.27138, -2.02235, -0.78528], [-6.53840, -3.61261, 0.82421], [-5.46564, -2.40418, 1.72443], [-7.32405, -2.37652, 2.05487], [0.99185, 3.54262, 3.38542], [1.28923, 4.19199, 1.86725], [-1.08861, 4.79625, 0.55581]],
  "forces_ev_per_a": [[-4.21, 0.55, -2.90], [6.30, -0.44, 5.01], [-0.87, -1.16, -1.62], [0.98, 0.42, -1.35], [0.21, -1.95, -0.50], [-0.17, -0.21, 0.28], [0.16, -0.35, -0.65], [0.48, 0.34, 0.80], [-0.25, 0.59, -0.37], [-0.35, -0.08, -1.74], [-0.41, 0.73, -0.34], [-0.77, -0.74, -0.84], [0.04, -0.31, 1.37], [0.61, 0.83, 0.47], [-1.14, 1.06, 0.69], [-0.01, -1.88, -0.24], [-0.13, 0.39, -0.11], [-0.75, 1.06, 1.54], [-0.51, -0.78, -1.20], [1.82, 0.35, 0.13], [-1.76, 0.06, -1.92], [0.44, 0.26, 0.04], [0.05, 0.19, 0.13], [0.37, -0.31, 1.83], [0.92, 1.40, -0.08], [-0.93, -0.10, -1.40], [-1.06, -0.90, 1.44], [1.28, 1.58, -0.09], [-0.38, 0.01, 1.76], [0.65, 1.76, -0.66], [-0.17, -0.90, -1.60], [-0.95, -1.14, -1.33], [-0.31, -0.27, 1.78], [-0.78, -0.16, -0.03], [0.32, 0.55, 0.51], [-1.11, -0.34, 1.39], [0.85, -1.29, -0.03], [0.63, -0.56, 1.56], [-1.21, 1.34, 0.67], [0.68, 1.56, 0.78], [-0.14, 0.48, -1.61], [-0.67, -1.27, -1.26], [0.53, -0.75, 1.44], [1.43, -0.83, -0.23], [-0.49, 0.11, -1.74], [1.26, -1.04, -0.40], [0.77, 1.24, 1.31], [-0.10, 1.93, 0.75], [-1.65, 0.02, -0.69], [1.37, -0.54, -1.19], [-0.19, 0.39, -0.66], [-0.03, -0.06, 0.79], [-0.64, -0.85, 0.31]],
  "mulliken_charge": [-0.387, -0.353, 0.437, -1.126, -0.318, -0.498, -0.563, -0.382, -0.636, -1.208, -0.274, -0.318, -0.322, -0.549, -0.288, -0.344, -0.811, 0.084, -0.753, -0.478, 0.298, -0.086, -0.062, 0.265, 0.395, 0.159, 0.232, 0.266, 0.304, 0.325, 0.258, 0.272, 0.278, 0.224, 0.209, 0.345, 0.425, 0.309, 0.174, 0.248, 0.054, 0.133, 0.278, 0.306, 0.235, 0.314, 0.251, 0.240, 0.265, 0.254, 0.326, 0.312, 0.284],
  "homo_energy_ev": -3.55,
  "e_above_lowest_kj_mol": 382.8,
  "e_lumo_ha": 0.1086,
  "charge": -1,
  "fmax_ev_per_a": 8.1,
  "homo_lumo_gap_ev": 6.502
}

---

Record 2
{
  "formula": "C14H33N3O8",
  "method": "wB97M-V/def2-TZVPD",
  "elements": ["C", "C", "N", "H", "H", "H", "C", "C", "N", "H", "H", "H", "C", "C", "N", "H", "H", "H", "O", "C", "C", "O", "H", "H", "H", "H", "H", "H", "O", "C", "C", "O", "H", "H", "H", "H", "H", "H", "O", "C", "C", "O", "H", "H", "H", "H", "H", "H", "O", "C", "C", "O", "H", "H", "H", "H", "H", "H"],
  "positions_angstrom": [[1.80290, -0.37254, -1.61756], [1.49147, 0.44284, -0.43688], [1.30771, 0.98838, 0.52860], [2.86655, -0.45006, -1.91985], [1.35741, 0.08818, -2.51339], [1.44728, -1.35760, -1.49505], [0.90956, 3.66688, -4.29688], [0.26355, 3.20595, -3.00686], [-0.35321, 2.93245, -2.09872], [0.23498, 3.56672, -5.10875], [1.65210, 2.88879, -4.59062], [1.35995, 4.60591, -4.09016], [-1.79743, 2.65472, 0.90582], [-2.30964, 1.22091, 0.91464], [-2.52071, 0.09878, 0.96909], [-1.19770, 2.62447, 1.80185], [-2.64104, 3.33728, 1.03721], [-1.29181, 2.84649, -0.04410], [3.29982, -2.01298, -6.02388], [1.95910, -2.07248, -6.36712], [1.01148, -1.34942, -5.43869], [1.33279, -1.79676, -4.12692], [3.47068, -2.02909, -5.08817], [1.93485, -1.68497, -7.37058], [1.61634, -3.13907, -6.42039], [-0.08008, -1.42577, -5.74504], [1.18024, -0.27706, -5.36079], [0.79372, -2.53528, -3.91046], [-1.23102, -2.33486, -0.34410], [-1.85674, -2.34649, -1.60190], [-1.64452, -3.83140, -2.15272], [-0.26559, -4.05198, -2.25698], [-1.48167, -1.54235, 0.18390], [-2.93426, -2.05692, -1.45087], [-1.40991, -1.59685, -2.30853], [-2.04697, -4.08290, -3.08245], [-2.03036, -4.48110, -1.41649], [0.13571, -4.21721, -1.36897], [0.49501, -1.38834, 4.47452], [-0.17054, -1.48192, 5.73532], [-1.63748, -1.30348, 5.49315], [-1.82453, 0.00119, 4.94297], [0.47931, -0.42024, 4.34347], [-0.05729, -2.39029, 6.19648], [0.12141, -0.67296, 6.42062], [-2.19108, -1.29764, 6.46198], [-2.05145, -2.14894, 4.80717], [-1.49740, 0.13583, 4.05710], [0.46304, 4.20497, 5.28133], [-0.11416, 2.98942, 4.89520], [0.75057, 2.39713, 3.89183], [0.14532, 1.28955, 3.27553], [0.68685, 4.33113, 6.18202], [-0.25600, 2.21950, 5.65890], [-1.12273, 3.20206, 4.49140], [1.68377, 1.99076, 4.36132], [1.08318, 3.16556, 3.23491], [0.67866, 1.05309, 2.50749]],
  "forces_ev_per_a": [[0.56, 1.56, -1.09], [1.32, -2.06, -2.76], [-0.68, 1.60, 2.67], [-0.36, 0.31, 0.88], [-0.26, -0.33, 0.48], [-0.69, -1.04, 0.14], [0.53, -2.79, 1.77], [1.10, 1.07, -3.24], [-0.86, -0.63, 1.72], [-1.04, 0.75, -0.51], [0.02, 0.76, 0.56], [0.30, 0.83, -0.42], [-1.47, -1.80, 0.00], [0.89, 1.96, -0.34], [-0.25, -0.65, -0.08], [0.63, 0.59, 0.03], [0.14, -0.10, -0.01], [0.16, -0.08, 0.44], [1.06, 0.44, -0.38], [-0.93, -1.03, -0.44], [-0.32, 0.51, 0.21], [-0.01, 0.78, -0.11], [-0.47, -0.18, 0.65], [-0.38, 0.23, -0.52], [0.19, 0.58, 0.07], [1.20, -0.45, 0.46], [0.33, 0.22, -0.50], [-0.73, -1.28, 0.59], [0.50, 0.39, 0.54], [-1.00, -0.34, -0.73], [0.78, 2.61, 2.01], [1.74, -0.48, 0.44], [-0.08, -0.61, -0.58], [0.73, -0.53, -0.49], [-0.15, -0.61, 0.42], [-0.92, 0.14, -1.54], [-0.81, -0.81, 0.89], [-0.75, 0.43, -1.05], [0.22, 0.57, 0.96], [-0.87, 1.88, -1.10], [-1.10, -0.22, -0.85], [-1.02, 0.06, 0.98], [0.22, -0.48, -0.65], [0.97, -2.43, 0.92], [0.29, -0.19, -0.10], [0.25, -0.13, -0.73], [0.63, 1.43, 1.06], [0.33, -0.47, -0.49], [0.12, 0.78, -1.10], [-1.76, -0.12, 1.10], [2.43, -1.55, -0.10], [-0.64, -0.17, -0.37], [0.04, -0.42, 1.28], [-0.10, 0.47, 0.53], [0.35, -0.16, 0.00], [-0.43, 0.67, 0.05], [0.07, 0.56, -1.12], [-0.01, -0.05, -0.43]],
  "mulliken_charge": [-0.451, 0.192, -0.412, 0.364, 0.036, 0.088, -0.896, 0.298, -0.354, 0.299, 0.266, 0.298, 0.203, 0.433, -0.638, -0.244, 0.383, -0.058, -0.534, -0.280, -0.315, -0.370, 0.317, 0.336, 0.230, 0.317, 0.109, 0.177, -0.446, -0.002, -0.730, -0.534, 0.218, 0.370, 0.123, 0.382, 0.354, 0.310, -0.550, -0.471, -0.264, -0.484, 0.345, 0.440, 0.220, 0.283, 0.230, 0.210, -0.533, -0.273, -0.434, -0.206, 0.316, 0.240, 0.152, 0.329, 0.395, 0.216],
  "homo_energy_ev": -9.37,
  "smiles": "CC#N.CC#N.CC#N.OCCO.OCCO.OCCO.OCCO",
  "e_lumo_ha": 0.0086,
  "charge": 0,
  "fmax_ev_per_a": 3.7,
  "homo_lumo_gap_ev": 9.606
}

---

Record 3
{
  "formula": "C14H33N6O11V",
  "method": "wB97M-V/def2-TZVPD",
  "elements": ["V", "C", "C", "C", "O", "H", "H", "H", "H", "H", "H", "H", "N", "O", "O", "O", "N", "O", "O", "O", "C", "C", "O", "N", "C", "H", "H", "H", "H", "H", "H", "H", "C", "C", "O", "N", "C", "H", "H", "H", "H", "H", "H", "H", "C", "C", "O", "N", "C", "H", "H", "H", "H", "H", "H", "H", "O", "C", "N", "C", "H", "H", "H", "H", "H"],
  "positions_angstrom": [[-0.79962, 0.24837, 0.27709], [2.60814, 2.66362, -0.75007], [2.23642, 1.70688, 0.38233], [2.17901, 2.43527, 1.71964], [1.14416, 0.90962, 0.15449], [3.52204, 3.19813, -0.50302], [1.73450, 3.28504, -0.97557], [2.76236, 2.15671, -1.70999], [3.15510, 1.09223, 0.45882], [1.26283, 3.02388, 1.83935], [3.03400, 3.09845, 1.85497], [2.13333, 1.72027, 2.54682], [-3.41360, -1.51575, -0.51738], [-2.66547, -0.56778, -0.07082], [-4.14823, -1.26818, -1.47818], [-3.33444, -2.63134, 0.01022], [-1.38510, 3.46414, 1.23321], [-1.68646, 3.64036, 2.40802], [-1.04425, 4.37541, 0.47517], [-1.38638, 2.27273, 0.76123], [-2.09431, 0.40038, -3.80581], [-1.38335, 1.37527, -2.88168], [-1.13463, 1.04944, -1.72495], [-1.00337, 2.53344, -3.42430], [-0.28037, 3.58622, -2.73894], [-2.91618, 0.91873, -4.29596], [-2.36420, -0.39999, -3.11861], [-1.43515, -0.05150, -4.54770], [-1.46087, 2.75811, -4.29018], [-0.37975, 4.55339, -3.22651], [0.77296, 3.30251, -2.70282], [-0.56372, 3.77423, -1.70018], [2.78164, -2.24777, 1.54056], [1.28169, -2.49169, 1.67741], [0.49786, -1.55468, 1.55310], [0.89250, -3.69565, 2.11212], [-0.47159, -4.07881, 2.39467], [3.42092, -3.06033, 1.19483], [3.01946, -1.76879, 2.48851], [2.91570, -1.52744, 0.72837], [1.55046, -4.45139, 2.00805], [-0.90670, -3.37437, 3.11163], [-0.51036, -5.05309, 2.86913], [-1.11891, -3.96099, 1.52166], [-0.67034, -3.56878, -1.74312], [0.06150, -2.26072, -1.83674], [-0.13666, -1.37219, -1.01477], [0.89517, -2.05445, -2.85739], [1.89416, -0.99824, -2.92773], [-0.80678, -4.14381, -2.65606], [-1.62129, -3.43853, -1.22305], [-0.13571, -4.20869, -1.02999], [0.91621, -2.75579, -3.57874], [1.52189, -0.29598, -3.68710], [2.85837, -1.32718, -3.30479], [1.96036, -0.37357, -2.03888], [-1.36102, 0.05036, 2.24542], [-1.19490, 0.48609, 3.37891], [0.03194, 0.58616, 3.91123], [-2.34339, 0.93854, 4.27287], [0.81368, 0.62512, 3.26739], [0.13474, 1.17012, 4.72480], [-2.57455, 0.03889, 4.84313], [-3.17220, 1.19594, 3.61587], [-2.08924, 1.86342, 4.78002]],
  "forces_ev_per_a": [[2.11, 1.38, -0.69], [-1.20, -0.18, -0.60], [0.93, 0.04, 0.37], [-0.67, 0.25, 0.27], [-2.21, -1.17, -0.21], [-0.15, 0.34, -0.01], [0.44, 0.53, 0.49], [0.23, -0.39, 0.25], [-0.15, -0.49, 0.10], [0.07, 0.14, -0.33], [0.04, -0.07, 0.10], [0.43, -0.04, -0.11], [0.35, -0.34, -0.63], [0.00, 0.47, 0.37], [0.44, -0.16, 0.78], [-0.09, 0.57, -0.15], [0.77, -0.31, -0.49], [-0.08, -0.05, 0.13], [-0.27, -0.10, 0.32], [-0.33, -0.54, -0.22], [0.38, 0.05, 0.80], [0.22, -0.74, -0.19], [0.43, 0.30, 0.31], [-0.61, 0.53, -0.02], [0.75, 0.21, 0.65], [-0.26, -0.43, 0.01], [-0.78, 0.02, -0.34], [0.18, 0.37, -0.09], [0.19, 0.04, -0.14], [-0.08, -0.23, -0.43], [-0.04, 0.22, -0.19], [-0.44, -0.52, -0.05], [-0.65, 0.45, -1.11], [0.08, 0.98, -0.03], [0.19, -0.73, 0.23], [0.42, -1.22, -0.18], [-0.75, 1.20, 0.26], [-0.14, -0.44, 0.87], [0.69, -0.21, -0.06], [-0.27, 0.38, 0.34], [0.10, 0.16, 0.16], [0.19, 0.00, 0.02], [0.08, -0.19, -0.35], [0.06, -0.46, -0.06], [-0.14, -0.50, 0.79], [-0.89, 0.48, 0.08], [0.08, 0.08, 0.56], [0.92, -0.74, -0.11], [-0.98, 1.31, -1.18], [0.12, 0.24, -0.18], [-0.10, 0.31, -0.37], [0.32, 0.06, -0.21], [0.13, -0.08, 0.11], [0.24, 0.10, 0.00], [0.04, -0.42, 0.38], [-0.05, -0.56, 0.43], [-0.58, -0.12, -0.41], [0.00, 0.97, 0.23], [0.44, 0.40, 0.03], [0.27, -0.58, -1.53], [-0.19, -0.37, -0.03], [-0.04, -0.06, 0.05], [-0.29, 0.47, 0.62], [-0.05, -0.26, 0.01], [0.15, -0.33, 0.58]],
  "mulliken_charge": [0.936, -1.355, 0.719, -1.412, 0.278, 0.456, 0.122, 0.262, 0.007, 0.170, 0.496, 0.200, 0.779, -0.257, -0.625, -0.609, 0.786, -0.647, -0.661, -0.386, -1.012, 0.468, -0.063, -0.140, -0.525, 0.489, -0.048, 0.284, 0.261, 0.412, 0.159, 0.053, -0.996, 0.452, -0.167, -0.143, -0.776, 0.437, 0.307, 0.072, 0.278, 0.183, 0.391, 0.212, -1.103, 0.733, -0.302, -0.147, -0.809, 0.408, 0.094, 0.286, 0.250, 0.316, 0.396, 0.053, -0.286, 0.682, -0.302, -1.534, -0.038, 0.313, 0.389, 0.257, 0.495],
  "homo_energy_ev": [-8.43, -8.49],
  "multiplicity": 3,
  "e_above_lowest_kj_mol": 87.4,
  "e_lumo_ha": [-0.0136, 0.0078],
  "charge": 0,
  "fmax_ev_per_a": 2.6,
  "homo_lumo_gap_ev": [8.058, 8.702]
}